Record 1
{"formula": "C19H43BrN3O8S", "method": "ωB97M-V/def2-TZVPD", "total_charge": -1, "spin_multiplicity": 1, "homo_ev": -4.24, "max_force_ha_per_bohr": 0.1298, "energy_ev": -122124.988, "e_lumo_ha": 0.079, "symbols": ["Br", "S", "O", "O", "O", "O", "O", "O", "O", "O", "N", "N", "N", "C", "C", "C", "C", "C", "C", "C", "C", "C", "C", "C", "C", "C", "C", "C", "C", "C", "C", "C", "H", "H", "H", "H", "H", "H", "H", "H", "H", "H", "H", "H", "H", "H", "H", "H", "H", "H", "H", "H", "H", "H", "H", "H", "H", "H", "H", "H", "H", "H", "H", "H", "H", "H", "H", "H", "H", "H", "H", "H", "H", "H", "H"], "coordinates": [[2.2038, -0.2700, -1.8313], [-1.0492, -3.2671, -2.8905], [2.5463, 1.6599, 2.6344], [-2.0534, -2.5348, -3.7477], [-2.3022, 1.1053, 0.3796], [-0.8899, -4.6472, -3.5330], [-3.6289, -4.8217, 2.0580], [1.2162, -0.2967, -4.7268], [-0.9801, 0.2502, -4.2884], [2.0777, 5.4685, -2.2102], [1.3664, -3.2266, -0.4668], [0.4559, -2.4959, -2.7004], [-1.5155, 0.0334, 2.3813], [2.4666, 3.1767, 0.6963], [-1.5562, 0.2435, 0.8919], [3.7918, 2.1096, 3.1475], [-2.6844, -5.1041, 3.0792], [-4.8871, -5.4753, 2.1573], [-5.6410, -5.1462, 3.4348], [1.7698, 2.6168, 1.9248], [2.9471, 6.3469, -2.9094], [3.6614, 3.2591, 4.1328], [-1.9561, -3.6082, -1.2739], [0.3253, 5.3595, -3.9341], [-0.7019, -0.4340, -1.5188], [0.6885, 5.6019, -2.4789], [1.4756, -3.2795, -1.9802], [-0.5253, -0.6956, 0.0524], [2.6747, 7.8161, -2.6323], [0.4409, -1.0330, -2.4606], [0.2268, -0.3189, -3.9260], [-2.3037, -6.5728, 3.1652], [2.7454, 8.0230, -1.5608], [1.2813, -4.3940, -2.2375], [0.8738, -4.0868, -0.1787], [0.6568, 4.3670, -4.2514], [-1.4946, -0.9906, 2.5647], [-0.6560, 0.7144, -1.6525], [0.5077, -0.4466, 0.4747], [2.3022, -3.2675, -0.0375], [-1.2385, -3.7537, -0.3945], [-1.7736, -0.7179, -1.8065], [0.7959, 6.0885, -4.5987], [2.5604, -3.1034, -2.3371], [3.3803, 3.7169, 0.9564], [-6.6180, -5.6375, 3.4366], [2.9128, 6.1365, -3.9832], [-5.7922, -4.0670, 3.5227], [1.4527, 3.4207, 2.5976], [-3.0473, -4.7347, 4.0440], [1.6774, 8.1156, -2.9594], [4.4665, 2.3708, 2.3259], [-2.6742, -2.7259, -1.1414], [3.4004, 8.4431, -3.1583], [4.2439, 1.2562, 3.6591], [-5.1012, -5.4757, 4.3246], [-0.5982, 0.3683, 2.7469], [2.7482, 2.3699, 0.0137], [4.6433, 3.5329, 4.5295], [-1.5429, -6.7247, 3.9345], [-1.9098, -6.9231, 2.2070], [1.8083, 3.8695, 0.1676], [3.2303, 4.1480, 3.6689], [-0.7558, 5.4295, -4.0734], [-3.1611, -7.2023, 3.4146], [-5.4795, -5.1409, 1.3025], [3.0136, 2.9765, 4.9672], [-0.7662, -1.7640, 0.3945], [-1.7891, -4.5217, 2.8439], [-4.7610, -6.5569, 2.0426], [0.1798, 4.8571, -1.8609], [3.9613, 6.1082, -2.5800], [0.8576, 2.1031, 1.6080], [-2.5301, -4.5807, -1.4209], [0.3294, 6.5800, -2.1409]], "lowdin_charge": [0.7576, 0.7281, -0.1688, -0.3236, 0.0433, -0.3912, -0.1675, -0.1232, -0.1733, -0.1706, -0.0053, -0.2131, 0.0515, -0.0629, -0.3998, -0.2827, -0.2825, -0.2772, -0.0828, -0.2703, -0.2800, -0.0862, -0.1361, -0.0729, -0.1966, -0.2785, -0.3105, -0.1524, -0.0880, -0.6249, -0.6138, -0.0817, 0.0784, 0.1210, 0.0522, 0.0929, 0.0649, 0.1320, 0.0838, 0.0685, 0.0407, 0.1178, 0.0618, 0.1216, 0.0679, 0.0762, 0.1068, 0.0835, 0.1064, 0.1051, 0.0630, 0.1062, 0.0769, 0.0731, 0.1152, 0.0630, 0.0711, 0.0607, 0.0738, 0.0759, 0.0823, 0.0716, 0.0644, 0.0793, 0.0645, 0.1204, 0.0791, 0.0797, 0.1147, 0.1051, 0.1173, 0.1164, 0.1045, 0.0742, 0.1020]}



Record 2
{"formula": "C2H2ClNO2", "method": "ωB97M-V/def2-TZVPD", "relative_energy_kj_mol": 178.1, "smiles": "O=CN(Cl)C=O", "spin_multiplicity": 1, "homo_ev": -10.22, "max_force_ha_per_bohr": 0.1096, "energy_ev": -20211.767, "e_lumo_ha": 0.008, "symbols": ["Cl", "O", "O", "N", "C", "C", "H", "H"], "coordinates": [[-3.2998, -0.1043, -0.0300], [-1.4522, 2.2309, 0.1055], [-1.1982, -2.3354, -0.0511], [-1.5891, 0.0013, 0.0325], [-0.9651, 1.1795, -0.0590], [-0.6487, -1.3116, 0.1152], [0.3379, -0.9056, 0.1629], [0.0298, 0.8931, -0.4257]], "lowdin_charge": [0.7144, 0.0762, 0.1017, -0.4552, -0.4965, -0.1820, 0.1156, 0.1259]}



Record 3
{"formula": "C29H70N13OTi", "method": "ωB97M-V/def2-TZVPD", "relative_energy_kj_mol": 86.2, "total_charge": 4, "spin_multiplicity": 2, "homo_ev": [-19.02, -19.03], "max_force_ha_per_bohr": 0.0105, "energy_ev": -75709.941, "e_lumo_ha": [-0.376, -0.362], "symbols": ["Ti", "O", "N", "N", "N", "N", "N", "N", "N", "N", "N", "N", "N", "N", "N", "C", "C", "C", "C", "C", "C", "C", "C", "C", "C", "C", "C", "C", "C", "C", "C", "C", "C", "C", "C", "C", "C", "C", "C", "C", "C", "C", "C", "C", "H", "H", "H", "H", "H", "H", "H", "H", "H", "H", "H", "H", "H", "H", "H", "H", "H", "H", "H", "H", "H", "H", "H", "H", "H", "H", "H", "H", "H", "H", "H", "H", "H", "H", "H", "H", "H", "H", "H", "H", "H", "H", "H", "H", "H", "H", "H", "H", "H", "H", "H", "H", "H", "H", "H", "H", "H", "H", "H", "H", "H", "H", "H", "H", "H", "H", "H", "H", "H", "H"], "coordinates": [[0.4712, 0.6672, -0.1990], [0.0802, -2.1474, 0.5243], [4.4205, -0.7597, 1.0554], [-1.3033, 1.2244, -1.3746], [-4.3917, -3.5834, 0.7483], [2.1543, -0.0323, 0.8651], [0.8959, 2.5962, 0.2362], [3.2791, -0.5809, -1.0565], [-2.8201, -0.9524, -2.7715], [1.3544, 4.1021, -1.4942], [2.7409, 4.0543, 0.3706], [-3.4886, -1.4174, 0.6686], [-0.5778, 0.4663, 1.7603], [-4.9286, -2.0719, 2.4170], [0.5352, -0.7263, -1.8574], [0.4277, -0.2603, -3.2812], [4.9037, -0.0588, 2.2593], [4.0907, 0.4790, -1.6819], [0.5278, 2.7626, 1.6595], [-1.9049, -0.1218, 2.2053], [0.9169, -3.2873, 0.8516], [-0.7095, 1.9458, 2.0034], [3.5011, 3.2527, 1.3221], [-5.5596, -4.4362, 1.0291], [-1.0503, 1.7032, -2.7882], [-2.1115, 1.2007, -3.7677], [3.3026, -0.4739, 0.3756], [1.6849, 3.5857, -0.2860], [2.3699, 4.6054, -2.4222], [-3.5174, -4.1464, -0.2746], [0.0351, 4.7240, -1.6595], [0.4320, -0.1471, 2.6900], [-0.7100, -0.8875, -4.0963], [1.9120, -0.0396, 2.3138], [-5.8142, -0.9097, 2.5549], [0.3297, 1.2566, -3.2514], [-3.1401, -0.1345, 1.2980], [-5.0207, -3.0325, 3.5234], [3.4796, -1.8881, -1.7127], [-4.2821, -2.3622, 1.2766], [0.4741, -3.9796, 2.1206], [5.4490, -1.6816, 0.5407], [3.2389, 5.4294, 0.2109], [-2.1219, -0.3205, -3.9237], [2.3338, 0.8458, 2.7849], [0.2979, 0.2820, 3.6882], [3.2484, 2.2037, 1.1892], [-3.0824, 0.6203, 0.5201], [4.3673, 0.8609, 2.4363], [-5.8697, -4.8957, 0.0924], [0.9140, -3.9835, 0.0086], [5.1633, 0.3517, -1.5163], [4.8631, -0.6978, 3.1402], [1.3333, 2.5138, 2.3520], [3.9112, 0.4623, -2.7564], [-3.1051, 1.5600, -3.4860], [-1.8390, 0.3537, -1.4784], [0.5633, -3.3350, 2.9953], [-2.9268, -1.9405, -2.9917], [-4.2831, -3.8205, 3.4014], [-0.9415, 2.1148, 3.0602], [-3.7751, -0.5928, -2.7730], [-1.7382, -1.1372, 2.5609], [1.1149, 1.6817, -2.6066], [4.5259, -2.1396, -1.8765], [-0.4342, -0.7411, -5.1429], [0.1803, -1.1995, 2.7526], [1.3538, -0.5540, -3.7805], [-6.0145, -3.4715, 3.6029], [0.2799, 3.8112, 1.8475], [-2.6172, -3.5611, -0.4006], [3.3303, 4.1390, -2.2158], [4.1319, 5.4626, -0.4122], [-6.8105, -1.2714, 2.8118], [6.0871, -1.9471, 1.3795], [-1.5605, 2.3014, 1.4175], [0.0773, 5.7752, -1.3636], [1.9263, -2.8865, 0.9563], [-3.2490, -5.1636, 0.0108], [-1.8989, 1.6436, -4.7431], [4.5628, 3.3964, 1.1181], [-1.0808, 2.7865, -2.7519], [-3.4142, -1.4518, -0.3458], [2.4784, 5.6899, -2.3867], [-2.1753, 0.4622, 3.0894], [3.7862, 1.4527, -1.2921], [3.0049, -2.6812, -1.1344], [0.5132, 1.6579, -4.2499], [2.4651, 6.0664, -0.2056], [5.9450, 0.2032, 2.0737], [-0.7215, -1.9726, -3.9542], [-0.2588, 4.6885, -2.7068], [3.3086, 3.5691, 2.3491], [-6.3819, -3.8372, 1.4050], [6.0725, -1.2155, -0.2218], [-0.5609, -4.3215, 2.0394], [-2.6706, -0.5589, -4.8377], [-1.9475, 1.8846, -0.9455], [5.0101, -2.5984, 0.1670], [-4.8087, -2.4969, 4.4484], [2.0614, 4.3332, -3.4318], [-5.8971, -0.3689, 1.6161], [3.0036, -1.8469, -2.6945], [-5.4799, -0.2463, 3.3536], [-4.0459, -4.1987, -1.2284], [-5.3138, -5.2230, 1.7404], [1.5362, -0.8610, -1.6733], [-3.9634, 0.1809, 1.9276], [0.1057, -1.6365, -1.7142], [1.0863, -4.8633, 2.2973], [3.4909, 5.8026, 1.2025], [-0.8244, -2.3734, 0.7665], [-0.7025, 4.2151, -1.0434], [2.4034, -0.8989, 2.7770]], "lowdin_charge": [1.1378, -0.1433, -0.0772, 0.0016, -0.0963, -0.0256, -0.0677, -0.2104, 0.0338, -0.1306, -0.0859, 0.1131, -0.2096, -0.1363, -0.0022, -0.2961, 0.0006, -0.0159, -0.1758, -0.1148, -0.2564, -0.1524, -0.0182, 0.0100, -0.3052, -0.0815, -0.3549, -0.3708, -0.0233, -0.0090, -0.0116, -0.1386, -0.0772, -0.1729, -0.0109, -0.1062, -0.1242, -0.0118, -0.0435, -0.3007, -0.0454, 0.0044, 0.0137, -0.3446, 0.0966, 0.1529, 0.0491, 0.1114, 0.0632, 0.1118, 0.1246, 0.0981, 0.1152, 0.0919, 0.1060, 0.1340, 0.0527, 0.0775, 0.0887, 0.1009, 0.1460, 0.0981, 0.1240, 0.0987, 0.0992, 0.1440, 0.0844, 0.1435, 0.1047, 0.1536, 0.0652, 0.0982, 0.1113, 0.1163, 0.1119, 0.1260, 0.1127, 0.0995, 0.1136, 0.1449, 0.1199, 0.1105, 0.1098, 0.1049, 0.1361, 0.0794, 0.0934, 0.1502, 0.1011, 0.1165, 0.1307, 0.0984, 0.1175, 0.1035, 0.1050, 0.0832, 0.1535, 0.0981, 0.0896, 0.1093, 0.1044, 0.1039, 0.0937, 0.1053, 0.1092, 0.1119, 0.0320, 0.0897, 0.1018, 0.1037, 0.1163, 0.0584, 0.0845, 0.1362]}



Record 4
{"formula": "C7H10N4S", "method": "ωB97M-V/def2-TZVPD", "relative_energy_kj_mol": 374.9, "spin_multiplicity": 1, "homo_ev": -8.65, "max_force_ha_per_bohr": 0.1054, "energy_ev": -24211.073, "e_lumo_ha": -0.007, "symbols": ["S", "N", "N", "N", "N", "C", "C", "C", "C", "C", "C", "C", "H", "H", "H", "H", "H", "H", "H", "H", "H", "H"], "coordinates": [[-0.8000, 0.2515, 0.5976], [3.2714, -2.4278, 0.1542], [0.6740, -0.2173, 0.6343], [4.9286, 1.5476, -0.2769], [-0.8310, 1.9655, 0.2480], [3.0945, -1.2875, 0.0342], [1.6636, 0.5704, 0.1520], [-1.5551, -0.5562, 2.0839], [-1.6792, -0.6912, -0.6294], [2.9052, 0.0696, -0.0947], [-1.6060, -0.0075, -1.9973], [3.9993, 0.8979, -0.2123], [-1.1242, -1.5577, 1.9655], [-1.3770, -1.7387, -0.5351], [-1.3905, 1.0562, -1.6241], [-2.7334, -0.4545, -0.1554], [1.4487, 1.6701, 0.0549], [-1.7541, 2.2488, 0.0719], [-2.5721, -0.0272, -2.5387], [-2.6104, -0.6157, 1.6694], [-1.1503, -0.2100, 2.9998], [-0.8020, -0.4861, -2.6019]], "lowdin_charge": [0.8699, 0.1599, -0.2120, 0.1641, -0.1990, -0.2293, -0.1540, -0.1246, -0.3600, -0.2861, -0.1215, -0.2339, 0.0657, 0.1089, 0.0614, 0.1134, 0.1278, -0.0528, 0.0823, 0.0698, 0.0580, 0.0920]}



Record 5
{"formula": "C5H10O", "method": "ωB97M-V/def2-TZVPD", "relative_energy_kj_mol": 122.5, "smiles": "C[C@@H](O)C1CC1", "spin_multiplicity": 1, "homo_ev": -10.26, "max_force_ha_per_bohr": 0.0089, "energy_ev": -7393.495, "e_lumo_ha": 0.037, "symbols": ["O", "C", "C", "C", "C", "C", "H", "H", "H", "H", "H", "H", "H", "H", "H", "H"], "coordinates": [[-0.7206, 1.3101, -1.0448], [1.6379, -1.0147, 0.3348], [-2.1277, -0.0101, 0.2375], [1.7233, 0.4571, 0.0816], [0.4242, -0.1281, 0.5420], [-0.7554, 0.0210, -0.4272], [-2.4489, -1.0069, 0.5548], [-0.7104, -0.7803, -1.1883], [0.1797, 0.0266, 1.5929], [-2.1459, 0.6612, 1.1030], [1.7610, 0.7640, -0.9619], [1.7033, -1.6769, -0.5286], [2.2889, 1.1044, 0.7411], [-0.0966, 1.2803, -1.7774], [2.1270, -1.3865, 1.2354], [-2.8398, 0.3788, -0.4950]], "lowdin_charge": [-0.0552, -0.1134, -0.0522, -0.1342, -0.2421, -0.4054, 0.0818, 0.1469, 0.1357, 0.0829, 0.0960, 0.0995, 0.1023, 0.0810, 0.0974, 0.0790]}